The following is a DFT calculation (ωB97M-V/def2-TZVPD) of a structure of composition C6H12Cl6 in a non-equilibrium geometry.

Computed properties:
Total charge: 0
E_tot in eV: -81545.7865
Frontier orbital gap in eV: 10.11
E_HOMO in hartree: -0.3532
Energy relative to the best compared isomer or geometry (same formula, charge and spin) in kcal/mol: 143.5
LUMO in eV: 0.50

Element x y z (Å)
Cl (-0.62234, 2.82708, 0.74966)
C (-0.75746, 1.05392, 0.56161)
C (-0.68963, 0.69403, -0.88206)
Cl (-0.99406, -1.03251, -1.07298)
H (-1.71436, 0.82752, 1.03193)
H (0.03687, 0.63702, 1.18073)
H (0.30870, 0.89961, -1.26828)
H (-1.47799, 1.20209, -1.43744)
Cl (1.10989, -0.46368, 4.31900)
C (2.02509, 0.72808, 3.34781)
C (1.22787, 1.98783, 2.89000)
Cl (0.12923, 2.63592, 4.14827)
H (2.51610, 0.19593, 2.53306)
H (2.78197, 1.15204, 4.00773)
H (0.66298, 1.65719, 2.01842)
H (1.86642, 2.81091, 2.56922)
Cl (1.28583, -2.91003, -3.44414)
C (-0.27415, -2.01054, -3.60421)
C (-1.32254, -2.47579, -2.58798)
Cl (-2.85477, -1.64566, -2.87621)
H (-0.71299, -2.04773, -4.60127)
H (0.05401, -0.98835, -3.41557)
H (-1.06971, -2.18628, -1.56799)
H (-1.51495, -3.54861, -2.59933)

Atom charges from the natural (NBO) analysis, given in e for atoms 1 to 8: Cl -0.071; C -0.366; C -0.445; Cl 0.027; H 0.230; H 0.200; H 0.220; H 0.229